1.
Here is a molecular structure, C28H20BrF4MnNOPS2 from the Open Molecules 2025 dataset. Energies are from ωB97M-V/def2-TZVPD.

```
59
Properties=species:S:1:pos:R:3:mulliken_charge:R:1
C 0.8549 -3.4198 2.8145 -0.655
N -2.6079 0.4110 1.2524 -0.227
C -2.6415 0.1466 2.6295 -0.813
H 1.0645 1.1470 -2.8358 0.486
H -2.1144 -0.9938 -2.7629 0.321
H -0.9175 1.8148 -5.0155 0.320
H -2.6329 2.1881 -4.6856 0.345
C -3.7930 0.6196 3.2638 0.613
C 2.0152 -0.2875 -4.1118 -0.754
C 1.6047 -2.2645 2.9802 -0.724
H -1.2757 -0.2384 -4.1333 0.395
H 1.7374 -2.7311 -1.1306 0.377
Br -0.5035 3.1060 0.2622 -0.037
H -3.1836 -0.3978 6.4108 0.395
H 2.1311 0.4083 -4.9342 0.452
C 2.3735 -2.4633 -3.1578 -0.639
C 1.3026 2.5430 0.3597 -0.409
C 1.5390 -1.2465 2.0375 -0.803
C 1.4102 0.1237 -2.9348 -0.713
F 5.2705 1.6369 0.5610 -0.275
C -3.7024 1.0227 0.8643 0.702
P 0.5011 -0.0964 -0.3398 2.107
Mn -1.6094 0.8938 -0.5478 -0.632
C -1.6035 2.4231 -4.4294 -0.816
S -4.8401 1.3936 2.1056 -0.233
C -1.5756 1.0455 -2.4528 1.273
C -4.0059 0.4373 4.6258 -0.610
H -1.1576 -1.2685 5.3022 0.427
H 0.9108 -4.2104 3.5518 0.426
C 1.2852 -0.7553 -1.8569 0.626
S -3.8518 1.4429 -0.7985 -0.327
H 2.7562 -3.4729 -3.2386 0.453
C -2.0050 -0.0765 -3.3345 -1.466
C 3.0527 0.9577 0.1942 0.362
C 0.0316 -3.5619 1.7042 -0.742
C 2.2151 3.5319 0.6661 0.342
C 0.7266 -1.3864 0.9182 0.359
O -1.3759 2.2093 -3.0137 -0.200
C 1.6916 1.2263 0.1185 -0.476
C 2.4853 -1.5900 -4.2288 -0.661
F 4.4424 4.1691 1.0242 -0.269
C 1.7864 -2.0466 -1.9686 -0.285
C -1.6859 -0.5419 3.3680 0.599
H 2.9484 -1.9173 -5.1511 0.406
H 2.1129 -0.3429 2.1949 0.406
C -1.8948 -0.7277 4.7211 -0.825
H -2.9681 0.1587 -3.7989 0.513
C 3.5627 3.2288 0.7351 0.593
H -0.6865 -2.6553 -0.0995 0.507
H -4.9012 0.8160 5.1016 0.399
H -1.4086 3.4751 -4.5963 0.297
C 3.9830 1.9350 0.4967 0.272
H -0.8050 -0.9309 2.8830 0.432
C -3.0426 -0.2393 5.3499 -0.509
F 3.5185 -0.2716 -0.0187 -0.340
H 2.2420 -2.1511 3.8481 0.455
F 1.8281 4.7817 0.8913 -0.303
C -0.0328 -2.5486 0.7609 -0.375
H -0.5616 -4.4591 1.5785 0.456
```

⟨S²⟩   3.8754
LUMO (spin up / spin down)   -2.7 / -3.2 eV
2S+1   4
Total charge   +1


2.
Here is a molecular structure, C28H20CaCsF6LiMgNO18PS2 from the Open Molecules 2025 dataset. Energies are from ωB97M-V/def2-TZVPD.

```
80
Properties=species:S:1:pos:R:3:mulliken_charge:R:1
C 1.0275 -6.7828 3.2984 -0.465
C -0.2034 7.8788 -5.3578 -0.841
Ca -5.5973 1.2178 -3.0222 1.564
C 0.7555 0.2591 -3.1200 0.333
O -0.2748 7.8404 -9.0633 -0.534
O -0.8569 9.4241 -7.0087 -0.564
O 2.8090 -0.9135 -2.0184 -0.489
F -3.9984 0.7110 -1.8540 -0.549
H 0.8999 5.3165 -4.0025 0.274
O -1.1289 -2.2481 -0.3065 -0.318
O -4.7757 -3.4291 1.7563 -0.594
C 2.4210 -2.7964 2.6681 0.337
O 1.8342 -2.0563 1.9023 -0.477
S -0.7243 -0.7025 -0.1309 0.790
Cs -8.3567 -2.3346 3.7310 1.069
C -5.2253 -0.0264 0.8940 -0.310
F 0.3399 2.5982 -3.4891 -0.299
O 0.9728 -0.6394 -0.4343 -0.106
H -7.4996 -0.2618 4.0152 0.520
F 0.9344 1.9898 -1.4937 -0.189
F -1.0382 1.5595 -2.1943 -0.131
H -0.4774 8.5515 -4.5575 0.455
O 4.0097 0.0208 -0.3731 0.009
C 3.7807 -4.5501 4.5689 0.443
O -0.8610 -0.3651 1.2448 -0.572
O 4.7753 1.5169 1.4660 -0.518
H 0.7319 5.4943 -8.4047 0.431
N -4.6209 -2.4058 1.1370 1.235
H -0.5141 -6.2904 1.8858 0.420
H -7.2643 1.8744 2.8204 0.421
C 1.9272 -4.1848 2.9111 -0.015
P 5.2227 0.6802 0.2717 0.520
S 1.4190 -0.9972 -1.8959 1.282
O 6.1969 -0.4075 0.7054 -0.445
H 2.6582 -6.9842 4.6736 0.500
O 4.3214 -5.2766 5.3753 -0.683
Mg -0.4950 0.1878 -5.9817 -0.213
C -6.1766 -1.3261 2.6941 -0.125
C 5.9037 -1.4542 4.7046 -0.566
H -6.2777 -2.2600 3.2245 0.704
C 2.1367 -6.3288 3.9900 -0.601
H -0.6449 8.7408 -8.9654 0.369
C 0.2347 1.6026 -2.5212 0.673
H -2.0604 -2.2219 -0.0242 0.376
H -4.5824 0.0559 0.0228 0.641
C 4.2807 -3.1765 4.3048 0.528
C -0.4097 8.3356 -6.7253 0.951
H 6.7849 -1.1021 5.2241 0.400
C -5.3672 -1.2220 1.5838 -0.349
C 0.3570 -5.9351 2.4220 -0.610
F 1.7798 0.5619 -3.9651 -0.107
C 4.1500 -1.0844 3.1042 -0.894
C 0.3105 6.6656 -5.1300 0.308
C 5.2831 -0.6412 3.7630 -0.454
H -3.5571 -2.3571 4.9446 0.293
C -6.8662 -0.2015 3.1397 -0.255
O 0.8666 -2.2307 -2.3329 -0.635
O 1.1730 4.6456 -5.9794 -0.577
C -5.9192 1.0870 1.3446 -0.676
H -5.8178 2.0318 0.8271 0.477
C 0.6898 5.7426 -6.2558 0.950
H 3.6680 -0.4502 2.3744 0.556
H 0.6819 -7.7981 3.4413 0.389
C -6.7351 0.9996 2.4675 -1.023
H 5.8923 -3.3537 5.7026 0.478
Li 1.6674 2.2155 -4.9885 0.732
C 0.8057 -4.6401 2.2290 -0.447
C -0.0506 7.3954 -7.8482 0.444
C 0.4684 6.1758 -7.6084 -1.139
H -2.3820 -1.6293 5.5639 0.336
H 0.2900 -3.9804 1.5439 0.627
C 5.4050 -2.7193 4.9756 -0.592
C 2.5878 -5.0286 3.8033 0.441
F -0.2723 -0.3367 -3.7764 -0.061
O -3.8960 -2.2684 0.1728 -0.803
C 3.6417 -2.3464 3.3744 0.160
O -3.3236 -1.7952 5.6886 -0.624
O 5.9245 1.6050 -0.7163 -0.527
O 0.5172 6.2025 -3.8975 -0.559
H 5.6805 0.3390 3.5391 0.500
```

LUMO   -8.8 eV
Total charge   +2


3.
Here is a molecular structure, C28H21Br2N3O4S5Ta from the Open Molecules 2025 dataset. Energies are from ωB97M-V/def2-TZVPD.

```
64
Properties=species:S:1:pos:R:3:mulliken_charge:R:1
C -2.7358 1.5243 -0.2177 1.312
H 2.8033 -2.8103 -2.8448 0.381
H 3.2776 -3.7288 -1.3864 0.372
S 2.5128 -1.4951 -0.9212 1.362
C -2.6628 2.9228 -2.1822 -0.468
C -0.1875 -1.5075 3.0023 0.846
C 4.1108 3.1773 -1.9143 -0.927
C 3.3385 -2.7787 -1.9038 -1.253
H 4.3688 -2.4822 -2.0576 0.364
H -0.0310 0.3733 -2.9817 0.289
Br -0.0607 -4.9204 5.4276 -0.282
C -1.9882 2.2206 -1.1733 -0.016
H -2.0780 3.4696 -2.9045 0.419
C 3.4972 2.2755 -1.0573 -0.364
H -2.9598 0.1083 2.5385 0.418
S -0.1297 2.2196 1.4551 0.035
C 1.3708 2.8920 -1.9247 -0.106
C -0.5918 -0.3997 -2.4716 -0.289
S 0.0392 2.0068 3.4560 -0.179
C 1.7203 -3.3287 3.9152 -0.413
C -2.3059 -0.6619 2.9248 -0.289
N -0.6125 2.2312 -1.0719 0.828
C -1.9324 -2.6096 4.2543 -0.983
C -2.0012 -2.3372 -2.6488 -0.713
N 0.0163 2.8487 -2.0021 -0.865
H -2.2146 0.9851 0.5539 -0.599
C -2.7918 -1.6474 3.7947 -1.033
H -5.8528 2.2313 -1.3252 0.398
H 3.8351 4.6361 -3.4704 0.358
C 2.1201 2.0979 -1.0163 0.880
S 3.0121 2.2230 2.0743 -0.157
C -4.1125 1.5456 -0.2714 -0.757
C -1.2981 -1.5135 -0.5112 -0.120
H 5.1836 3.2968 -1.8922 0.419
H -3.8312 -1.6447 4.0835 0.417
C -1.2808 -1.3170 -3.2461 -0.861
C -4.0394 2.9188 -2.2339 -0.704
H -2.5732 -3.2091 -0.7767 0.486
C -2.0191 -2.4221 -1.2701 -0.737
C -0.5626 -0.4859 -1.0833 1.255
H -1.3038 -1.6366 0.5601 0.029
H -2.5332 -3.0582 -3.2555 0.363
H -4.5512 3.4501 -3.0237 0.375
O 3.4814 -0.8227 -0.0865 -0.623
C -0.5780 -2.5594 3.8747 0.700
H -1.2377 -1.2417 -4.3255 0.427
C 0.4124 -3.4625 4.2967 0.096
C -4.7734 2.2321 -1.2798 -0.508
H -2.2720 -3.4082 4.9006 0.301
Br 3.9147 -2.1047 2.6018 -0.193
O 1.4990 -0.3822 1.7937 -0.014
C 1.1769 -1.3544 2.5790 -0.564
H 4.1220 1.6925 -0.3912 0.509
H 1.3609 4.3345 -3.5042 0.460
O 1.4477 -2.1389 -0.1730 -0.596
S 2.1796 1.8438 3.8014 -0.168
H -4.6869 1.0303 0.4846 0.368
Ta 1.1561 0.4211 0.0853 0.418
C 2.0931 -2.2726 3.0857 -0.007
H 2.4692 -4.0314 4.2514 0.424
C 3.3546 3.9337 -2.8034 -0.554
N -1.0608 -0.6073 2.5280 0.002
C 1.9910 3.7785 -2.8238 -0.430
O 1.9835 -0.5403 -1.8968 -0.539
```

LUMO   1.4 eV
ΔE to the lowest compared entry with this formula, charge and spin   4.9248 eV
Total charge   -1


The lowest total charge belongs to which entry?
C28H21Br2N3O4S5Ta